Record 1
C27H41Cl3LuN3O3Si | wB97M-V/def2-TZVPD

XYZ file:
```
79
Properties=species:S:1:pos:R:3:forces:R:3
H 2.0800 -5.3943 -1.6892 -0.190 -0.160 0.115
Si 0.2922 -4.8188 -0.0805 0.021 0.266 -0.127
C 1.6834 -1.1770 -4.0562 -0.019 -0.249 -0.151
C 2.2062 2.8360 -1.8565 -0.332 0.035 -0.112
C 1.3578 4.5039 1.6360 0.042 -0.015 0.123
O -2.1849 -0.3122 -0.0425 -0.411 1.048 -0.733
C 0.7061 2.1759 1.2273 -0.653 -0.654 -0.260
H -1.3924 4.3236 0.8026 0.110 -0.120 0.094
H 2.4239 -4.6747 1.1330 -0.242 0.003 0.081
H 0.2194 -0.3344 -6.2214 0.010 0.287 0.023
H -1.3521 -1.0853 -3.0552 -0.291 0.004 0.197
C -0.1952 2.5654 -1.9137 -0.070 0.114 -0.033
H 2.9279 4.8637 -1.8888 -0.344 -0.100 0.037
C 1.0866 -0.7709 7.7965 -0.203 0.025 -0.178
H -2.2099 -4.7054 -0.0912 0.266 -0.205 0.131
H 2.1955 -0.9659 5.9424 -0.343 0.069 0.156
C -2.5826 0.5194 -0.8872 0.112 -1.121 -0.406
C 0.1793 -0.7014 4.1769 0.008 -0.120 -3.185
H -3.0580 -1.2922 -3.5587 0.029 -0.151 0.186
O -0.1779 1.3053 1.0233 0.932 1.026 0.505
C -1.1905 -0.5578 6.1822 -0.139 0.098 0.028
H 1.1443 1.1264 -6.6255 -0.167 -0.075 0.099
H 0.6245 5.8581 -1.9480 0.108 -0.201 0.048
C -3.3112 1.1953 -3.1188 0.256 0.177 0.078
H 1.1366 5.3062 0.9166 0.059 -0.349 0.113
N 0.1922 -0.7111 3.0083 -0.062 0.363 3.367
C -1.3168 -0.4915 7.5700 0.291 -0.035 -0.119
H 1.6958 -1.3144 -5.1402 0.085 -0.098 0.164
H 1.0834 -1.9799 -3.6053 0.198 0.176 -0.039
H 1.7753 1.9132 1.1777 -0.259 0.165 -0.027
C 1.2532 0.4990 -2.1952 0.336 0.518 0.492
C 2.0420 4.2227 -1.8808 0.086 0.006 0.156
Cl -1.4579 -2.7365 1.7354 -0.250 -0.065 0.210
H 2.2718 0.2101 -1.8768 0.196 0.285 -0.058
H -2.5198 1.6987 -3.6995 -0.188 -0.220 0.144
H 1.1477 -5.3883 2.1614 0.035 0.162 -0.142
Cl 2.4226 -0.9253 0.9974 0.296 0.063 -0.014
H 1.5118 -6.8498 -0.8310 -0.123 0.210 -0.135
H -1.5978 2.8488 1.7874 0.057 0.188 0.019
O 0.3537 -0.2350 -1.4841 -1.125 -0.349 1.016
C -0.1757 -0.5890 8.3765 0.004 -0.009 -0.279
H -1.1466 4.4047 2.5571 0.009 -0.072 0.000
Cl 0.2858 -2.9179 -1.1279 -0.011 -1.320 0.076
C 0.5624 1.0081 -4.5523 0.555 -0.257 0.275
C 0.3266 0.7355 -6.0005 -0.162 -0.075 -0.519
H -0.2715 -0.5204 9.4607 0.037 -0.051 -0.296
H -2.8398 1.5627 -0.6215 0.003 -0.386 0.041
C -0.3673 3.9480 -1.8891 0.197 -0.267 0.032
Lu -0.0801 -0.8887 0.6330 0.309 0.404 -1.488
C 1.0848 2.0119 -1.9339 0.278 -0.634 -0.456
H -2.3055 -0.3565 8.0157 0.380 -0.078 -0.140
C -2.3974 -1.0923 -2.7110 0.323 -0.030 -0.141
H 0.5448 -6.1556 -2.1647 0.142 -0.001 0.147
H 2.7099 -1.2727 -3.6779 -0.192 -0.093 -0.055
C 1.1530 0.1675 -3.6886 -0.629 0.913 0.063
H 1.3254 4.9329 2.6477 0.067 -0.143 -0.203
H -1.3799 4.3598 -1.8875 0.329 0.036 -0.052
C 0.0762 -0.7001 5.5946 0.004 -0.046 1.097
H 0.2909 2.0123 -4.2281 -0.007 -0.266 0.032
H -3.9764 0.6749 -3.8203 0.072 0.234 0.282
C -1.4515 -5.4364 0.2178 -0.087 -0.188 -0.102
C -1.0266 3.7705 1.6763 0.002 0.187 -0.090
H -1.6146 -6.3703 -0.3356 0.048 0.113 0.034
N -2.7524 0.2216 -2.1866 -0.284 0.298 0.782
N 0.3822 3.4303 1.5233 -0.122 -0.053 -0.082
H -3.8686 1.9544 -2.5536 0.085 -0.198 -0.261
H -1.5973 -5.6416 1.2873 0.009 0.146 -0.285
H -2.5088 -1.8492 -1.9273 -0.004 0.199 -0.210
H -1.0514 1.8846 -1.9761 0.601 0.399 0.055
H 3.1902 2.3570 -1.8221 -0.254 0.328 -0.106
H -2.0727 -0.4898 5.5398 0.331 -0.015 0.226
H -0.5907 1.2409 -6.3322 0.163 -0.138 -0.010
C 0.7591 4.7775 -1.9049 -0.050 0.050 0.015
H 1.9747 -0.8593 8.4284 -0.347 0.025 -0.255
C 1.3662 -4.6012 1.4255 0.205 0.095 0.054
C 1.1877 -5.9123 -1.3093 0.063 -0.012 -0.118
H 1.2171 -3.6248 1.9006 0.018 -0.312 -0.063
C 1.2156 -0.8288 6.4062 -0.004 0.069 0.087
H 2.3559 4.1022 1.4324 -0.206 0.148 0.044
```
Forces are in eV/Å.

Its energy relative to the best compared isomer or geometry (same formula, charge and spin) is 0.0 kJ/mol. The value obtained for the highest occupied orbital energy is -7.79 eV. Its LUMO energy is 0.0 eV. For the total energy, the calculation gives -4349.32598 a.u.

Okay, here come the Löwdin numbers, in e, for every atom: 0.028, 0.200, -0.046, -0.031, -0.036, -0.197, -0.270, 0.086, 0.038, 0.065, 0.076, -0.065, 0.103, -0.070, 0.002, 0.125, -0.289, -0.094, 0.088, -0.203, -0.021, 0.079, 0.098, -0.039, 0.087, 0.028, -0.069, 0.066, 0.046, 0.126, -0.429, -0.093, -0.057, 0.118, 0.088, 0.039, -0.153, 0.035, 0.089, -0.462, -0.073, 0.092, 0.373, -0.119, -0.107, 0.107, 0.150, -0.092, 1.042, -0.183, 0.110, -0.023, 0.028, 0.093, -0.232, 0.092, 0.102, -0.215, 0.096, 0.092, -0.268, -0.019, 0.025, -0.165, -0.152, 0.093, 0.020, 0.084, 0.081, 0.123, 0.126, 0.066, -0.116, 0.109, -0.239, -0.232, -0.035, -0.019, 0.096


Record 2
C2H2N2O4S | wB97M-V/def2-TZVPD

XYZ file:
```
11
Properties=species:S:1:pos:R:3:forces:R:3
O 0.4751 1.4111 1.2320 -0.731 0.235 0.607
H -3.6938 0.4253 0.5803 2.720 -0.245 0.074
H 0.4888 -0.9623 -0.9301 -0.750 0.984 0.970
C -0.0517 0.5702 0.5153 -1.974 -0.056 -1.159
O 2.5711 -1.7762 0.4419 0.248 -0.488 0.735
S 2.5262 -0.3592 0.0002 -0.347 -0.639 0.728
N 0.7157 -0.2751 -0.1878 1.604 -0.938 -1.217
O -1.7396 0.4732 -1.2332 -0.653 0.109 -0.614
O 3.0952 -0.3351 -1.3610 -0.216 0.703 -0.999
N -2.6523 0.3622 0.9345 -1.635 0.461 0.114
C -1.7347 0.4658 0.0080 1.734 -0.125 0.763
```
Forces are in eV/Å.

The value obtained for the highest occupied orbital energy is -0.24 eV. Its LUMO energy is 6.3 eV. For the total energy, the calculation gives -886.06277 a.u. Its charge is -2.

Okay, here come the Löwdin numbers, in e, for every atom: -0.078, 0.004, 0.100, -0.490, -0.600, 0.612, -0.115, -0.143, -0.590, -0.035, -0.665


Record 3
C3H4N2O | wB97M-V/def2-TZVPD

XYZ file:
```
10
Properties=species:S:1:pos:R:3:forces:R:3
O 2.4027 1.7608 -2.6900 -0.056 -0.137 0.161
C -2.3232 -0.0206 0.1476 0.451 -0.221 0.219
H -0.0316 -0.7557 2.1280 -0.019 -0.022 -0.107
N -0.2102 -1.0629 1.1778 -0.189 -0.058 0.091
C 1.5957 0.3706 -0.9539 0.249 0.509 -0.619
H 1.1354 -0.2151 -0.1723 0.090 0.134 -0.171
C -1.3559 -0.5251 0.6560 -0.429 0.203 -0.198
H -0.1988 -2.0763 1.1332 -0.005 0.111 -0.003
N 1.9832 1.0552 -1.8051 -0.249 -0.444 0.554
H -3.1871 0.4218 -0.2955 0.157 -0.074 0.073
```
Forces are in eV/Å.

Its energy relative to the best compared isomer or geometry (same formula, charge and spin) is 528.9 kJ/mol. The value obtained for the highest occupied orbital energy is -9.62 eV. Its SMILES is C#[N+][O-].C#CN. Its LUMO energy is 0.5 eV. For the total energy, the calculation gives -301.28577 a.u.

Okay, here come the Löwdin numbers, in e, for every atom: -0.006, 0.097, 0.104, 0.019, 0.149, 0.029, -0.285, 0.104, -0.232, 0.022


Record 4
C36H37MgNP2S | wB97M-V/def2-TZVPD

XYZ file:
```
78
Properties=species:S:1:pos:R:3:forces:R:3
P -1.6422 -0.7466 -2.2172 1.998 0.863 -0.099
C 4.2979 -3.1290 -0.9985 0.022 0.263 -0.253
H 3.3257 3.6482 -5.2202 0.355 -0.169 0.083
H 6.8946 -1.1065 -1.9556 -0.372 -0.225 -0.028
C -5.0069 1.5004 -2.7677 -0.039 -0.486 -0.068
H -3.9515 -4.9730 -3.3581 0.050 0.069 0.148
P 2.0618 0.1570 -1.8802 -1.953 -1.641 -2.046
H -0.3033 -2.0462 -3.8623 -0.067 0.779 0.232
H -1.8493 -1.4579 -7.4127 0.135 -0.210 0.266
C -2.2201 2.0028 -2.6766 -0.769 -0.220 -0.830
H 2.2735 0.3538 0.3266 -0.770 -0.224 0.258
H 2.8210 4.8663 -1.1385 -0.024 -0.067 -0.233
H 4.1078 -4.1282 -0.5946 0.065 0.358 -0.309
H -2.6034 -1.7542 0.1857 -0.350 -0.251 -0.297
H -2.7958 4.0937 -2.7651 -0.017 -0.247 -0.046
C -4.5194 2.8078 -2.7722 0.032 0.103 -0.035
H 2.1021 -0.6182 -5.9315 -0.839 0.378 -0.019
C 3.2376 -2.2902 -1.3424 0.301 0.097 0.318
H -6.0807 1.2792 -2.8144 0.454 0.314 0.032
C -3.6750 -3.5894 -0.2602 0.122 -0.173 -0.207
H 3.4351 1.2584 -4.4671 -0.547 0.260 0.146
C 0.2190 -1.0667 -7.0221 0.749 -0.744 -0.369
C -2.7321 0.6559 -2.6820 -0.144 0.106 -0.063
H 0.2045 -0.9231 -8.1338 0.083 0.474 0.905
H -4.5536 -5.3986 -0.9985 -0.106 -0.022 -0.048
C 0.1829 2.0553 -7.1169 -0.338 0.615 -0.094
H 2.2240 -2.6972 -1.3839 0.154 0.404 0.432
C -1.2047 -1.3397 -6.5220 -0.985 -0.160 -0.135
C -2.9595 -2.4499 -0.5836 0.101 0.292 -0.559
H 1.7761 -1.0640 -3.8482 -0.182 0.164 0.426
H -1.1402 2.2389 -2.8727 -1.072 -0.295 0.154
H 0.9088 -0.7271 0.2185 0.038 -0.137 -0.644
H -1.5607 0.9719 -7.8394 0.141 0.156 0.879
C 5.8695 -1.4300 -1.7562 -0.301 -0.206 -0.147
H 0.7239 -2.0351 -6.9192 -0.092 0.023 -0.246
H 4.9767 0.3076 -2.6782 -0.003 0.062 0.673
C -0.2036 -1.1788 -3.1751 -2.074 -1.623 -0.596
C 4.8010 -0.5894 -2.0816 -0.029 -0.029 0.402
H -4.4642 -0.6091 -2.7152 -0.079 0.388 0.023
C -1.8731 -0.3746 -5.5716 -0.400 0.605 -0.612
H 3.1978 5.4354 -3.5242 -0.019 0.211 -0.152
H 6.4386 -3.3045 -0.8762 -0.078 0.034 -0.054
C -3.6871 -4.2540 -2.5863 0.345 -0.009 -0.403
H 2.3829 2.5312 -0.4907 0.045 0.272 -0.283
C 3.2182 3.3871 -4.1727 0.146 -0.011 0.267
C 1.0849 -0.7014 -3.0716 1.958 0.891 0.844
H -1.1735 -2.3226 -6.0189 -0.292 0.353 -0.173
C 3.4960 -0.9511 -1.7093 0.333 -0.549 -0.413
N -0.8216 -0.5371 2.9108 -1.577 1.565 -1.760
C -2.9469 -3.1231 -2.9317 -0.174 0.194 0.498
H 2.0990 1.7659 -6.1129 -0.507 -0.466 0.295
C -1.6510 0.9525 -5.6307 -0.398 -0.252 -0.831
C 2.7220 1.7355 -2.4666 0.279 1.193 0.902
C 3.1557 2.0558 -3.7697 -0.354 -0.783 0.196
C 1.1899 1.2085 -6.3784 0.476 -0.151 -1.042
C -4.0302 -4.4916 -1.2666 -0.075 0.240 0.380
H -2.5712 -2.9818 -3.9418 -0.260 0.029 0.042
H 0.3872 2.0667 -8.2130 0.235 0.045 0.652
C -2.6352 -2.1884 -1.9372 -0.094 -0.864 0.655
C 3.1022 4.4045 -3.2343 -0.260 -0.322 0.299
H -3.9174 -3.7910 0.7763 -0.009 -0.048 -0.064
C 2.6455 2.7734 -1.5221 -0.138 -0.009 -0.306
H -2.7356 -0.8101 -5.0379 1.079 0.230 0.760
C 1.2655 0.2350 -0.1694 2.490 0.589 2.264
H -5.2378 3.6259 -2.8405 0.322 -0.109 0.084
C -1.4703 0.0963 2.1416 2.465 -2.195 2.204
H -1.9298 2.4910 -7.0332 0.206 -0.282 -0.041
Mg -0.5741 1.1483 -1.1010 -1.287 0.636 0.960
H -1.8515 1.6571 -4.8188 -0.599 -0.510 -0.610
C -1.2799 1.6015 -6.9600 0.248 -0.184 -0.095
H 0.6863 1.0137 0.4890 0.940 -0.886 -1.630
C -4.1207 0.4272 -2.7216 0.596 0.460 0.100
C 2.8619 4.0907 -1.9005 0.192 0.030 0.352
C -3.1466 3.0625 -2.7399 -0.121 -0.271 0.183
C 1.1766 -0.1304 -6.3092 0.724 0.751 -0.591
S -2.2850 0.9045 0.9719 -0.428 0.996 -0.908
C 5.6077 -2.6730 -1.1744 0.111 0.177 0.154
H 0.2429 3.1154 -6.7807 0.229 -0.642 -0.130
```
Forces are in eV/Å.

Its energy relative to the best compared isomer or geometry (same formula, charge and spin) is 116.5 kJ/mol. The value obtained for the highest occupied orbital energy (alpha / beta) is -5.27 / -4.66 eV. Its LUMO energy (alpha / beta) is -0.2 / 0.0 eV. For the total energy, the calculation gives -2729.45010 a.u.

Okay, here come the Löwdin numbers, in e, for every atom: 0.932, -0.072, 0.107, 0.109, -0.071, 0.104, 0.930, 0.062, 0.115, -0.243, 0.081, 0.110, 0.111, 0.062, 0.110, -0.083, 0.098, -0.074, 0.110, -0.069, 0.108, -0.186, -0.402, 0.124, 0.101, -0.191, 0.116, -0.206, -0.078, 0.058, 0.062, 0.073, 0.114, -0.076, 0.098, 0.099, -0.383, -0.069, 0.105, -0.137, 0.102, 0.104, -0.085, 0.092, -0.080, -0.367, 0.092, -0.303, 0.009, -0.080, 0.070, -0.089, -0.314, -0.091, -0.114, -0.084, 0.092, 0.119, -0.373, -0.074, 0.108, -0.113, 0.099, -0.276, 0.104, -0.962, 0.112, 0.426, 0.077, -0.186, 0.055, -0.081, -0.078, -0.079, -0.116, 0.501, -0.082, 0.107